1.
ORCA calculation (ωB97M-V/def2-TZVPD) on 2 unconnected molecules or ions with the total composition C4H14N2O at a distorted geometry.

Geometry as XYZ:
```
21
Properties=species:S:1:pos:R:3:nbo_charge:R:1
O -0.95 1.92 3.32 -0.9419
N 0.80 1.57 -1.97 -0.8932
N -1.05 0.30 -0.31 -0.8588
C 0.15 -1.83 -0.46 -0.3974
C 0.29 -0.30 -0.43 -0.0578
C 0.04 -2.39 0.96 -0.6126
C 1.05 0.19 -1.65 -0.2147
H 0.79 1.83 -2.94 0.3805
H 0.77 -0.44 -2.49 0.1823
H -0.74 2.82 3.58 0.4669
H 2.09 0.06 -1.48 0.1694
H -0.70 -2.10 -1.08 0.1963
H -0.70 -1.84 1.52 0.2148
H -1.16 1.14 -0.85 0.3724
H 1.01 -2.40 1.45 0.2065
H 0.81 0.00 0.47 0.1776
H -1.77 -0.35 -0.57 0.3494
H -1.82 1.93 2.90 0.4748
H 0.78 2.29 -1.27 0.3791
H -0.27 -3.43 1.06 0.2052
H 1.08 -2.22 -0.89 0.2011
```

Computed properties:
2S+1: 1
LUMO energy in eV: 1.035
Maximum force in Eh/bohr: 0.0257
DFT total energy in eV: -9402.30165
Frontier orbital gap in eV: 9.78



2.
ORCA calculation (ωB97M-V/def2-TZVPD) on 2 unconnected molecules or ions with the total composition CH2N2O2S at a distorted geometry.

Geometry as XYZ:
```
8
Properties=species:S:1:pos:R:3:nbo_charge:R:1
S 1.95 -1.38 -0.07 0.7444
O 1.53 2.18 0.06 -0.4437
O 0.69 -1.97 0.45 -0.7371
N -1.24 -0.12 -0.28 -0.8345
N 0.61 1.42 -0.11 0.1353
C -0.40 0.85 0.06 0.3137
H -0.92 -1.05 0.01 0.4214
H -2.22 0.07 -0.14 0.4004
```

Computed properties:
2S+1: 1
LUMO energy (spin up / spin down) in eV: -2.013 / -2.005
Maximum force in Eh/bohr: 0.0304
DFT total energy in eV: -18974.60038
Frontier orbital gap (spin up / spin down) in eV: 6.59 / 6.60



3.
ORCA calculation (ωB97M-V/def2-TZVPD) on a molecular structure, C32H31N9O2S2V at a distorted geometry.

Geometry as XYZ:
```
77
Properties=species:S:1:pos:R:3:lowdin_spin:R:1
V 0.89 0.93 -0.36 2.6900
S 2.14 -1.28 -0.12 0.0080
S -0.06 1.17 2.18 0.0089
O -1.00 -0.11 -0.53 0.0291
O 4.25 3.71 0.37 0.0238
N 1.34 0.53 -2.32 -0.0032
N -4.09 -0.40 0.95 0.0015
N 1.13 -0.34 3.97 0.0002
N 0.01 2.61 -1.39 0.0218
N 2.53 2.07 0.23 0.0176
N 2.54 0.79 2.52 0.0055
N 3.13 -2.45 -2.27 -0.0020
N 2.06 -0.53 -2.76 0.0005
N -2.79 -0.83 0.71 0.0029
C 2.09 -1.00 4.76 0.0001
C 1.87 -2.33 5.09 0.0000
C -1.06 -2.36 1.36 0.0003
C -2.37 -2.15 0.97 0.0003
C -1.19 4.65 -1.64 0.0096
C 2.08 1.93 -6.76 -0.0001
C 4.12 -1.03 6.05 0.0000
C -4.78 -0.80 2.16 0.0001
C 1.31 0.52 2.93 0.0068
C -0.61 3.66 -0.87 0.0178
C 0.74 -0.06 -6.72 -0.0001
C 3.90 -2.36 6.37 0.0001
C 1.12 1.17 -4.68 0.0070
C -3.25 -3.22 0.81 0.0002
C 1.51 0.86 -7.43 0.0025
C -0.43 3.46 -3.57 0.0063
C 3.39 2.89 0.29 0.0229
C 1.89 2.09 -5.40 0.0041
C 3.22 -0.34 5.25 0.0001
C -1.10 4.53 -3.02 0.0154
C -0.61 -3.66 1.58 0.0001
C -2.80 -4.51 1.07 0.0000
C 2.43 -1.37 -1.81 0.0006
C 0.56 0.09 -5.35 0.0043
C 0.90 1.35 -3.23 0.0642
C -1.49 -4.73 1.45 0.0002
C -5.48 1.60 0.52 0.0001
C 2.77 -3.01 5.90 0.0000
C -2.15 0.07 -0.11 0.0059
C -3.09 1.13 -0.34 0.0014
C -4.23 0.81 0.34 0.0002
C 0.14 2.51 -2.73 0.0193
H 0.42 -3.82 1.84 0.0001
H 2.62 1.27 1.62 0.0017
H -0.02 -0.64 -4.79 0.0003
H -2.92 1.99 -0.95 0.0002
H 3.50 -2.37 -3.20 -0.0002
H -1.14 -5.74 1.63 0.0000
H -6.36 1.01 0.28 0.0000
H 3.38 0.71 5.04 0.0000
H -4.92 0.05 2.83 0.0000
H -5.75 -1.24 1.92 0.0001
H -0.35 3.35 -4.64 -0.0001
H 2.34 2.92 -4.88 0.0002
H -5.46 2.47 -0.13 0.0000
H 1.65 0.73 -8.49 0.0002
H 5.00 -0.52 6.42 0.0000
H 0.16 -0.59 4.11 -0.0002
H 1.00 -2.83 4.69 0.0000
H -0.65 3.69 0.22 0.0017
H -0.38 -1.52 1.43 0.0004
H -5.58 1.95 1.55 0.0000
H 4.61 -2.89 7.00 0.0000
H 2.68 2.65 -7.30 0.0000
H 3.68 -2.95 -1.59 -0.0002
H 0.30 -0.91 -7.23 0.0000
H 3.30 0.18 2.79 0.0002
H -1.55 5.28 -3.66 0.0007
H 2.59 -4.04 6.15 0.0000
H -3.48 -5.34 0.95 0.0000
H -1.69 5.49 -1.17 0.0003
H -4.19 -1.55 2.67 0.0000
H -4.26 -3.04 0.48 0.0000
```

Computed properties:
2S+1: 4
LUMO energy (spin up / spin down) in eV: 0.165 / -0.008
Maximum force in Eh/bohr: 0.0223
DFT total energy in eV: -98554.99053
Frontier orbital gap (spin up / spin down) in eV: 6.52 / 7.25